No. 1
# C47H36Cl3N4O2PPt

A molecular structure, C47H36Cl3N4O2PPt at a distorted geometry (wB97M-V/def2-TZVPD, the Open Molecules 2025 dataset).

```
! wB97M-V def2-TZVPD RIJCOSX def2/J DEFGRID3
* xyz 2 5
Pt -0.91477 1.43158 0.58035
Cl -7.07731 0.82657 4.81651
C -5.70813 0.51187 3.85919
C -5.07975 1.58247 3.20173
C -3.98388 1.33645 2.43075
Cl -3.20598 2.61529 1.59497
C -3.41663 0.00926 2.27594
O -2.38585 -0.21712 1.61676
C -4.12772 -1.04922 2.97051
Cl -3.51856 -2.63541 2.80728
C -5.23181 -0.80001 3.73685
H -5.46629 2.58670 3.30713
H -5.73492 -1.61260 4.24198
C 3.36498 1.91110 0.71730
C 3.43984 2.07893 2.21156
C 4.66325 1.98439 2.86539
C 4.76096 2.14137 4.23945
C 3.62441 2.39691 4.99047
C 2.39684 2.51687 4.35972
C 2.29643 2.36688 2.97558
P 0.69987 2.61063 2.12579
C -0.45956 3.11583 3.44608
C -0.94623 4.42044 3.49638
C -1.90492 4.78087 4.43165
C -2.37627 3.83829 5.32956
C -1.88002 2.54299 5.30010
C -0.91912 2.15886 4.37151
C -0.37003 0.75706 4.39849
C 0.98944 4.11928 1.16051
C 1.86016 5.11427 1.60915
C 1.96948 6.30549 0.91579
C 1.19184 6.51249 -0.21742
C 0.33894 5.52113 -0.66864
C 0.24181 4.29443 -0.00551
C -0.59981 3.20504 -0.58864
H 4.28201 1.46637 0.33324
H 3.22536 2.87584 0.22432
H 2.52279 1.27642 0.43277
H 5.55740 1.79646 2.28263
H 5.72548 2.06968 4.72469
H 3.69224 2.51373 6.06400
H 1.51725 2.74740 4.94632
H -0.58902 5.15961 2.79220
H -2.27214 5.79833 4.46103
H -3.11867 4.11707 6.06683
H -2.23638 1.82122 6.02690
H -0.80890 0.18464 5.21593
H 0.71320 0.76199 4.53991
H -0.58113 0.23311 3.46500
H 2.44216 4.95755 2.50962
H 2.64365 7.07588 1.26584
H 1.26092 7.44940 -0.75509
H -0.25470 5.68902 -1.55965
H -0.12310 2.82084 -1.49402
H -1.59178 3.58173 -0.85597
C 1.10696 -8.44194 -8.94212
O 1.74937 -8.28541 -7.67056
C 1.40579 -7.30483 -6.87429
C 2.08172 -7.26777 -5.62869
C 1.79845 -6.29015 -4.72682
C 0.82889 -5.29990 -5.02269
C 0.16257 -5.34592 -6.26988
C 0.44067 -6.32441 -7.18182
C 0.50439 -4.25996 -4.11326
N -0.41306 -3.31565 -4.33373
C -0.40704 -2.53471 -3.24922
C 0.54619 -2.99548 -2.31170
N 1.10681 -4.08713 -2.88025
C 0.80515 -2.34461 -1.07403
C 1.76622 -2.74945 -0.13916
C 1.93879 -2.00696 1.00451
C 1.16777 -0.86166 1.17889
N 0.25811 -0.46277 0.30030
C 0.03730 -1.18654 -0.80947
C -0.99371 -0.73469 -1.73563
N -1.73079 0.32370 -1.37111
C -2.65168 0.79095 -2.19510
C -2.91407 0.22192 -3.44063
C -2.19012 -0.88251 -3.82704
C -1.21001 -1.38171 -2.96645
H 1.52566 -9.34243 -9.37652
H 1.31889 -7.59260 -9.59220
H 0.03014 -8.56137 -8.82039
H 2.81565 -8.03587 -5.42638
H 2.32757 -6.29590 -3.78310
H -0.57413 -4.58521 -6.48883
H -0.07597 -6.33886 -8.13048
H 1.83154 -4.66309 -2.48737
H 2.36887 -3.63211 -0.31315
H 2.66447 -2.28552 1.75500
H 1.29588 -0.23650 2.05511
H -3.21335 1.65163 -1.85097
H -3.68276 0.64010 -4.07452
H -2.36447 -1.37036 -4.77695
*
```

Calculated values
HOMO energy (spin up / spin down), eV: -10.2 / -12.5
Molar mass, g mol⁻¹: 1021.24
⟨S²⟩: 6.08
ΔE to the lowest compared entry with this formula, charge and spin, kJ/mol: 0.0

No. 2
# C47H38BrF4N8OPRu

A molecular structure, C47H38BrF4N8OPRu at a distorted geometry (wB97M-V/def2-TZVPD, the Open Molecules 2025 dataset).

```
! wB97M-V def2-TZVPD RIJCOSX def2/J DEFGRID3
* xyz 3 6
Ru 1.26324 1.60121 0.58464
C 4.46292 1.59440 1.77935
N 3.76636 2.27807 0.67895
C 4.42467 2.26265 -0.62817
C 3.47560 1.72392 -1.64363
N 2.21371 1.40544 -1.39063
C 1.68304 0.86817 -2.59652
C 0.43622 0.33198 -2.90487
C 0.24184 -0.10316 -4.20215
C 1.25988 -0.03202 -5.16538
C 2.50449 0.47349 -4.86044
C 2.68358 0.91762 -3.55635
N 3.80110 1.45777 -2.90236
C 3.45112 0.98632 2.69067
N 2.14455 1.05014 2.50075
C 1.53774 0.33181 3.55992
C 0.20078 0.08405 3.85135
C -0.06726 -0.67210 4.97445
C 0.96492 -1.16717 5.79058
C 2.29047 -0.91225 5.51138
C 2.54441 -0.14939 4.37766
N 3.74338 0.29171 3.78660
H 5.09865 2.27756 2.33646
H 5.10436 0.81155 1.38430
H 3.62293 3.23673 0.95088
H 5.31534 1.64119 -0.60379
H 4.75235 3.26176 -0.91382
H -0.35056 0.25701 -2.16582
H -0.71991 -0.50385 -4.48780
H 1.06746 -0.39111 -6.17055
H 3.29581 0.52354 -5.60176
H 4.70180 1.63098 -3.32473
H -0.59796 0.48207 3.23711
H -1.09598 -0.88062 5.24376
H 0.71387 -1.75834 6.66320
H 3.08703 -1.28429 6.14796
H 4.67064 0.13921 4.15681
F -1.95843 8.23839 1.03271
C -1.76539 6.95442 0.93574
C -2.83948 6.09573 0.83587
F -4.05639 6.57038 0.84051
C -2.62758 4.73599 0.72698
F -3.70163 3.97308 0.62573
C -1.34748 4.18673 0.72604
P -1.15427 2.39191 0.48430
C -1.87578 2.17458 -1.15868
C -1.20934 2.84960 -2.18813
C -1.74277 2.86178 -3.46320
C -2.93312 2.18516 -3.71925
C -3.58471 1.49784 -2.70307
C -3.06149 1.48641 -1.41497
C -2.12984 1.60978 1.77482
C -2.36804 2.27796 2.97898
C -3.08295 1.64451 3.98560
C -3.54348 0.34367 3.80564
C -3.28435 -0.33551 2.61870
C -2.56988 0.28869 1.60828
C -0.29277 5.08508 0.82768
Br 1.50643 4.50795 0.79350
C -0.48085 6.44420 0.92903
F 0.54410 7.27251 1.01546
H -0.27811 3.37481 -1.99137
H -1.23875 3.40012 -4.25870
H -3.35956 2.20412 -4.71599
H -4.51890 0.98551 -2.90214
H -3.60622 0.98907 -0.62424
H -2.00689 3.28924 3.13585
H -3.28826 2.17236 4.91046
H -4.11172 -0.14328 4.59253
H -3.65632 -1.34435 2.47765
H -2.39522 -0.23632 0.67649
C -1.58140 -5.17828 -5.10051
C -1.37120 -5.24123 -3.59186
C -1.94547 -4.33350 -2.73244
C -1.76954 -4.39988 -1.34625
C -1.00829 -5.40472 -0.79409
N -0.82668 -5.58474 0.62930
C -1.19371 -4.75776 1.64635
O -1.73536 -5.12619 2.66156
N -0.84586 -3.38446 1.52892
C 0.24999 -2.78975 0.91856
C 1.37042 -3.45926 0.42288
C 2.44460 -2.72457 -0.05463
C 2.41191 -1.34606 -0.02473
N 1.33233 -0.69628 0.42978
C 0.27361 -1.40246 0.86928
C -0.43579 -6.33309 -1.64202
C -0.61460 -6.24750 -3.01870
H -2.24312 -4.35760 -5.38284
H -2.02332 -6.09975 -5.47609
H -0.63309 -5.05510 -5.62926
H -2.59902 -3.56768 -3.14082
H -2.30470 -3.70970 -0.70332
H -0.74973 -6.53353 0.94285
H -1.28977 -2.84739 2.25154
H 1.41545 -4.53859 0.44819
H 3.33036 -3.23134 -0.42004
H 3.24669 -0.75045 -0.37383
H -0.55811 -0.84406 1.27336
H 0.14826 -7.14881 -1.21779
H -0.16800 -7.00441 -3.66020
*
```

Calculated values
HOMO energy (spin up / spin down), eV: -14.2 / -14.2
Molar mass, g mol⁻¹: 1018.82
⟨S²⟩: 8.76

No. 3
# C47H38BrKN9O5Se

A molecular structure, C47H38BrKN9O5Se (wB97M-V/def2-TZVPD, the Open Molecules 2025 dataset).

```
! wB97M-V def2-TZVPD RIJCOSX def2/J DEFGRID3
* xyz -1 1
K -1.05959 1.78288 1.58091
C -5.53010 -1.63678 -1.26763
O -4.74125 -0.84464 -0.41497
C -4.74492 -1.15729 0.91906
C -5.55891 -2.10742 1.49229
C -5.47561 -2.35353 2.86966
C -4.56233 -1.65450 3.62265
C -3.69454 -0.70208 3.05761
C -2.70633 -0.13186 3.99088
N -1.57737 0.39713 3.71111
N -0.82355 0.70310 4.84710
C 0.26054 1.40048 4.60437
O 0.68928 1.87094 3.49717
C 1.11395 1.65091 5.82490
C 0.86725 1.01891 7.04235
C 1.68461 1.25599 8.13634
C 2.75905 2.13199 8.03434
C 3.00825 2.76889 6.82773
C 2.19091 2.52622 5.73170
C -3.79954 -0.40302 1.67864
O -3.09516 0.50696 1.08272
H -5.33436 -1.28621 -2.27903
H -6.59753 -1.53062 -1.04692
H -5.25809 -2.69618 -1.19834
H -6.27013 -2.65890 0.89178
H -6.12503 -3.08752 3.32848
H -4.48314 -1.84861 4.68690
H -2.94531 -0.26776 5.05134
H 0.02494 0.34453 7.10629
H 1.48385 0.75499 9.07585
H 3.39584 2.31689 8.89101
H 3.83982 3.45776 6.73870
H 2.37259 3.01905 4.78562
C -2.07207 -3.18421 0.76210
O -1.93594 -1.94577 0.09544
C -1.95354 -1.93540 -1.25328
C -1.99282 -3.06525 -2.04512
C -1.92464 -2.92204 -3.43286
Br -1.97963 -4.49119 -4.50739
C -1.75793 -1.69875 -4.02069
C -1.71632 -0.54636 -3.21405
C -1.90032 -0.63685 -1.83228
O -1.97118 0.44789 -1.07387
C -1.41834 0.73197 -3.87374
N -1.18621 0.84925 -5.16118
C -0.87593 2.18160 -5.34722
C -0.54209 2.86813 -6.51557
C -0.25863 4.21611 -6.41687
C -0.30351 4.88427 -5.18180
C -0.63296 4.22360 -4.01311
C -0.91478 2.86455 -4.12127
N -1.25698 1.90746 -3.19404
H -3.00053 -3.68598 0.47566
H -2.10888 -2.94824 1.82260
H -1.21857 -3.83805 0.55236
H -2.05404 -4.04958 -1.60540
H -1.64579 -1.58436 -5.08918
H -2.55909 0.32986 -0.15397
H -0.50806 2.34719 -7.46370
H 0.00498 4.77362 -7.30707
H -0.07382 5.94181 -5.14394
H -0.65435 4.72753 -3.05584
H -1.40565 2.00225 -2.19822
N 3.30465 -6.34789 -5.10840
C 3.00973 -5.54740 -4.33788
C 2.65430 -4.55258 -3.36273
C 1.69419 -3.58761 -3.65895
C 1.35163 -2.64152 -2.71170
C 1.97654 -2.64758 -1.46992
C 2.94330 -3.60330 -1.17342
C 3.27529 -4.55807 -2.11543
N 1.62366 -1.68231 -0.50768
C 1.66090 -1.81906 0.86930
C 1.24430 -0.62948 1.37329
N 0.96085 0.24585 0.34502
C 1.18722 -0.41265 -0.75452
H 1.19587 -3.59372 -4.61880
H 0.57453 -1.92083 -2.92747
H 3.44386 -3.58606 -0.21513
H 4.02464 -5.30544 -1.89302
H 1.93475 -2.74429 1.34366
H 1.10997 -0.33305 2.40218
H 1.07113 -0.02937 -1.75673
C 2.36837 3.30841 -2.17907
N 2.47412 3.05110 -0.75926
C 1.56561 3.44378 0.17100
Se 0.04130 4.42585 -0.15352
N 1.98364 2.97147 1.36284
C 3.13175 2.21917 1.19972
C 3.88072 1.48081 2.09974
C 4.97397 0.79711 1.58944
C 5.29817 0.84776 0.23100
C 4.54037 1.58531 -0.66845
C 3.45181 2.27133 -0.15447
H 1.86499 4.25989 -2.32914
H 1.78640 2.53015 -2.67680
H 3.36835 3.34828 -2.60733
H 1.42401 2.92674 2.22080
H 3.59523 1.42374 3.14188
H 5.58258 0.20019 2.25618
H 6.15463 0.29347 -0.13056
H 4.78220 1.60605 -1.72277
*
```

Calculated values
HOMO energy, eV: -4.7
Molar mass, g mol⁻¹: 1006.84
ΔE to the lowest compared entry with this formula, charge and spin, kJ/mol: 0.0